Below is a structure of composition C3H3CaLiO3 in a non-equilibrium geometry, with properties calculated with ωB97M-V/def2-TZVPD.

Values from the calculation:
Charge: +1
HOMO-LUMO gap (alpha / beta): 4.9 / 8.9 eV
ΔE to the lowest compared entry with this formula, charge and spin: 0.0 kcal per mole
2S+1: 2
E: -27938.9667 eV
HOMO (alpha / beta): -8.880 / -12.953 eV

Geometry as XYZ:
```
11
Properties=species:S:1:pos:R:3:mulliken_charge:R:1
O -0.036 0.895 0.571 -0.3388
C 1.177 0.460 -0.016 -0.7500
C 1.033 0.012 -1.301 -0.1519
O -0.625 -1.191 0.233 -0.6806
C -1.016 -0.033 0.529 0.9331
O -2.190 0.386 0.467 -0.6914
Ca -3.854 0.551 1.823 0.7204
H 2.095 0.716 0.517 0.5367
H 1.860 -0.419 -1.869 0.2499
H 0.290 0.423 -1.985 0.2549
Li 1.267 -1.801 1.032 0.9178
```